{
  "formula": "C3H5O2V",
  "method": "ωB97M-V/def2-TZVPD",
  "species": ["O", "V", "O", "C", "C", "C", "H", "H", "H", "H", "H"],
  "coordinates": [[-0.56964, -0.61647, -0.50819], [0.13050, -2.07083, -1.16492], [0.12212, -1.07887, -2.95408], [-0.26598, -0.00305, -3.16310], [-0.25681, 0.52589, 0.23128], [0.28467, 0.28464, 1.62776], [0.48861, 1.09673, -0.35191], [-1.18124, 1.12841, 0.29713], [1.38195, 0.20075, 1.61371], [0.05320, 1.13254, 2.28879], [-0.18736, -0.59974, 2.08353]],
  "forces_ev_per_a": [[-0.265, -0.739, 0.355], [0.068, -0.637, 0.856], [-0.665, 2.523, -1.740], [0.781, -2.110, 0.116], [-0.098, 1.580, 0.367], [0.232, -0.123, 0.336], [-0.357, 0.026, 0.188], [0.371, -0.239, -0.154], [-0.348, -0.291, 0.122], [0.036, -0.198, -0.314], [0.247, 0.208, -0.133]],
  "lowdin_charge": [-0.383, 1.142, -0.079, 0.226, -0.339, -0.074, 0.122, 0.130, 0.081, 0.090, 0.084],
  "e_lumo_ev": [-5.6, -5.5],
  "homo_lumo_gap_ev": [8.29, 9.42],
  "total_charge": 1,
  "spin_multiplicity": 4,
  "molar_mass_g_mol": 124.01,
  "s2": 3.77
}


{
  "formula": "C3H5O3",
  "method": "ωB97M-V/def2-TZVPD",
  "species": ["C", "C", "C", "O", "O", "O", "H", "H", "H", "H", "H"],
  "coordinates": [[0.86347, 1.35013, 0.49631], [-0.09934, -0.42708, 0.58097], [-1.05574, -0.42859, -0.58076], [1.02540, -1.08974, 0.53034], [1.76051, -0.94234, -0.48546], [1.67047, 1.21497, -0.34979], [0.38351, 1.99108, 1.21730], [-0.45221, -0.54365, 1.52665], [-1.42701, 0.52831, -0.96029], [-2.01374, -1.00500, -0.44099], [-0.65532, -0.64808, -1.53427]],
  "forces_ev_per_a": [[1.957, -2.266, -3.064], [-0.849, 0.678, -2.976], [-1.596, 0.884, -0.351], [1.889, -0.009, 0.949], [-0.331, -0.578, -1.159], [-2.092, 1.272, 2.985], [-0.061, 0.638, 0.079], [-1.346, -0.241, 2.684], [-0.105, 0.678, 1.098], [1.266, 0.264, 0.431], [1.268, -1.319, -0.677]],
  "lowdin_charge": [0.156, -0.158, 0.003, 0.010, 0.117, 0.240, 0.178, 0.126, 0.106, 0.136, 0.086],
  "e_lumo_ev": [-7.8, -7.2],
  "homo_lumo_gap_ev": [8.62, 8.76],
  "total_charge": 1,
  "spin_multiplicity": 1,
  "molar_mass_g_mol": 89.07
}


{
  "formula": "C3H5O3Sc",
  "method": "ωB97M-V/def2-TZVPD",
  "species": ["H", "O", "C", "C", "O", "O", "C", "H", "H", "H", "H", "Sc"],
  "coordinates": [[3.44181, 2.13220, 0.19285], [1.08020, 0.19623, 0.07470], [1.85917, 1.07316, 0.55275], [3.87090, -1.31892, 1.01196], [2.52395, 1.87573, -0.21975], [1.82213, 1.23763, 1.81885], [3.56417, -1.01913, 2.29721], [4.67879, -0.79606, 0.49540], [3.59441, -2.28205, 0.57723], [4.04735, -0.19175, 2.82204], [2.88043, -1.64873, 2.87105], [-0.27279, 0.97001, 1.64662]],
  "forces_ev_per_a": [[-2.541, -0.082, -0.902], [-0.872, 0.686, 0.180], [-0.678, -0.213, -0.391], [1.819, -1.492, -2.206], [3.175, 0.034, 0.397], [-0.247, 0.321, 1.184], [-0.864, 0.727, 2.720], [-0.492, 0.260, -0.140], [-0.369, 0.349, -0.058], [-0.106, -0.211, -0.115], [0.108, 0.207, -0.139], [1.067, -0.585, -0.529]],
  "lowdin_charge": [0.227, -0.011, -0.833, 0.210, 0.198, -0.078, 0.199, 0.129, 0.131, 0.124, 0.124, 1.578],
  "e_lumo_ev": [-9.2, -13.0],
  "homo_lumo_gap_ev": [10.20, 3.76],
  "total_charge": 2,
  "spin_multiplicity": 1,
  "molar_mass_g_mol": 134.03
}


{
  "formula": "C3H5O3Tb",
  "method": "ωB97M-V/def2-TZVPD",
  "species": ["H", "C", "C", "O", "C", "O", "H", "H", "H", "H", "Tb", "O"],
  "coordinates": [[-1.09837, 1.53432, -0.65147], [0.14410, 1.24122, 0.01192], [0.05046, 1.21740, -1.46898], [0.32318, -0.45150, -1.00833], [0.52964, -1.32038, -0.09806], [1.10731, -2.38346, -0.59935], [0.94024, 1.98398, 0.22051], [1.04609, 1.17152, -1.93147], [1.07739, -3.08972, 0.05748], [-0.22278, 2.19172, -1.89488], [-0.77603, -0.95843, 2.16854], [-0.32234, 0.81647, 1.19040]],
  "forces_ev_per_a": [[0.867, -0.998, -1.017], [1.315, 1.745, 4.912], [-1.123, 2.980, 0.305], [0.421, -2.277, -0.098], [-0.452, -0.942, 0.013], [-0.437, 0.427, 0.050], [-0.035, -0.002, 0.135], [0.076, -0.950, 0.004], [0.467, -0.284, -0.025], [-1.164, 0.344, -0.842], [-0.597, -1.767, 1.540], [0.663, 1.724, -4.977]],
  "lowdin_charge": [0.336, -0.197, 0.045, -0.025, -0.365, 0.151, 0.191, 0.189, 0.128, 0.150, 1.764, -0.367],
  "e_lumo_ev": [-10.3, -10.9],
  "homo_lumo_gap_ev": [7.66, 5.53],
  "total_charge": 2,
  "spin_multiplicity": 7,
  "molar_mass_g_mol": 247.99,
  "s2": 13.04
}


{
  "formula": "C3H5O4Yb",
  "method": "ωB97M-V/def2-TZVPD",
  "species": ["O", "C", "C", "O", "O", "C", "Yb", "H", "H", "H", "H", "O", "H"],
  "coordinates": [[-1.32852, -1.05916, 0.43284], [-0.45553, -0.01835, 0.15748], [-2.61162, -0.74516, -0.08774], [0.47792, 0.14621, 1.03962], [-1.24093, 1.09984, -0.13601], [-2.62048, 0.77582, -0.01240], [2.56951, 0.00420, -0.07538], [-3.37278, -1.22154, 0.53884], [-2.70366, -1.10927, -1.12248], [-2.99898, 1.13741, 0.95531], [-3.17402, 1.24981, -0.83001], [0.37174, -0.37019, -1.14917], [-0.06947, -0.00884, -1.92368]],
  "forces_ev_per_a": [[1.038, 0.133, -0.150], [-1.630, -0.160, 0.013], [-0.372, 0.053, -0.240], [3.310, -0.037, -0.600], [1.141, -0.203, -0.388], [-0.591, -0.075, 0.105], [-4.572, -0.102, 0.739], [0.254, 0.100, -0.170], [0.023, 0.050, 0.240], [0.173, -0.068, -0.284], [0.138, -0.092, 0.226], [1.134, 0.331, 0.768], [-0.046, 0.070, -0.259]],
  "lowdin_charge": [0.019, -0.770, -0.119, -0.232, 0.000, -0.115, 1.768, 0.141, 0.134, 0.140, 0.137, -0.199, 0.096],
  "e_lumo_ev": [-4.9, -7.8],
  "homo_lumo_gap_ev": [7.27, 5.92],
  "total_charge": 1,
  "spin_multiplicity": 3,
  "molar_mass_g_mol": 278.11,
  "s2": 2.00
}


{
  "formula": "C3H5OP",
  "method": "ωB97M-V/def2-TZVPD",
  "species": ["C", "C", "P", "C", "O", "H", "H", "H", "H", "H"],
  "coordinates": [[-2.33539, -1.18716, -0.41694], [-1.79579, -0.17780, -0.04368], [-0.59090, 1.00691, 0.32459], [0.91039, 0.21550, -0.35463], [-0.88667, 2.43382, -0.00230], [-2.90672, -1.98243, -0.64026], [-0.25340, 0.89196, 1.61865], [1.84111, 0.73528, -0.16405], [0.95726, -0.84428, -0.04554], [0.75078, 0.19669, -1.42918]],
  "forces_ev_per_a": [[1.219, 2.638, 1.001], [-0.248, -1.045, -0.297], [1.448, 2.117, -0.831], [-0.814, -0.492, -0.754], [0.081, -1.172, -0.242], [-1.523, -2.321, -0.788], [-0.282, -0.479, 1.758], [-0.048, 0.215, 0.322], [0.002, 0.544, 0.139], [0.164, -0.004, -0.308]],
  "lowdin_charge": [0.114, -0.214, 0.558, -0.211, -0.404, -0.001, 0.013, 0.045, 0.057, 0.043],
  "e_lumo_ev": 0.7,
  "homo_lumo_gap_ev": 11.00,
  "total_charge": 0,
  "spin_multiplicity": 1,
  "molar_mass_g_mol": 88.05,
  "smiles": "C#C[P@@H](C)=O"
}


{
  "formula": "C3H5OPS2",
  "method": "ωB97M-V/def2-TZVPD",
  "species": ["C", "C", "C", "O", "P", "S", "S", "H", "H", "H", "H", "H"],
  "coordinates": [[0.42749, -0.37804, 1.10537], [0.55762, -0.17164, -1.12278], [0.98999, 0.60854, 0.08636], [-3.45004, -0.24228, 0.51891], [-2.48349, -0.03941, -0.54106], [-0.55466, -1.33931, -0.14598], [0.22121, 2.20145, 0.19039], [1.20977, -1.00008, 1.41533], [-0.32130, 0.06509, 1.81287], [0.03905, 0.34318, -1.84343], [1.34779, -0.77250, -1.74701], [2.01657, 0.72499, 0.27103]],
  "forces_ev_per_a": [[-2.435, 1.020, -0.011], [1.810, -3.270, -0.878], [-0.693, -0.012, 0.558], [-1.643, -0.615, 2.052], [1.218, 0.809, -2.369], [1.086, 0.509, -0.397], [-0.210, 0.598, 0.030], [0.822, -0.829, 1.328], [1.239, -0.676, -0.030], [-1.570, 1.377, -1.595], [-1.144, 1.047, 1.633], [1.520, 0.043, -0.321]],
  "lowdin_charge": [-0.409, -0.435, -0.860, -0.628, 0.524, 0.726, 0.723, 0.060, 0.093, 0.011, 0.130, 0.065],
  "e_lumo_ev": [0.2, -2.6],
  "homo_lumo_gap_ev": [6.38, 6.46],
  "total_charge": 0,
  "spin_multiplicity": 3,
  "molar_mass_g_mol": 152.18,
  "s2": 2.01
}


{
  "formula": "C3H5OS",
  "method": "ωB97M-V/def2-TZVPD",
  "species": ["O", "C", "C", "C", "S", "H", "H", "H", "H", "H"],
  "coordinates": [[0.06633, -0.03482, -2.58043], [0.42966, -0.09091, -1.39331], [-0.49553, 0.07671, -0.26815], [0.08389, 0.09418, 1.20186], [0.90153, -1.53979, 1.56491], [1.47381, -0.11058, -0.95541], [-1.13013, -0.82531, -0.28310], [-0.99769, 1.14832, -0.47119], [-0.95078, 0.18312, 1.77803], [0.61891, 1.09909, 1.40678]],
  "forces_ev_per_a": [[1.321, -0.446, 2.157], [0.363, 1.004, -1.118], [-1.008, 1.692, 1.165], [-1.967, 0.364, 0.004], [-0.193, 1.242, -0.138], [-0.165, -0.381, -1.353], [-0.512, 0.738, -0.115], [0.319, -2.444, 0.260], [2.178, -0.082, -0.595], [-0.336, -1.685, -0.267]],
  "lowdin_charge": [-0.038, -0.330, -0.344, -0.794, 0.056, 0.105, 0.093, 0.144, 0.055, 0.053],
  "e_lumo_ev": 4.1,
  "homo_lumo_gap_ev": 6.87,
  "total_charge": -1,
  "spin_multiplicity": 1,
  "molar_mass_g_mol": 89.14,
  "smiles": "O=CCC[S-]"
}


{
  "formula": "C3H5P",
  "method": "ωB97M-V/def2-TZVPD",
  "species": ["C", "C", "C", "P", "H", "H", "H", "H", "H"],
  "coordinates": [[-1.18365, -1.27788, 0.70454], [-0.13326, -0.82159, 0.34131], [1.49403, 1.05357, 0.94321], [1.25092, 0.02334, -0.28622], [-2.12549, -1.25857, 1.15759], [-1.08056, -0.14573, -2.38427], [0.93164, 1.07736, 1.77434], [2.34702, 1.68208, 0.84287], [-1.50064, -0.33259, -3.09337]],
  "forces_ev_per_a": [[0.282, 0.700, 0.051], [-0.412, -0.345, -0.069], [1.828, 0.076, -2.065], [0.546, -0.653, -1.183], [-0.868, -0.699, 0.260], [-1.401, -0.621, -2.328], [-1.773, 0.244, 2.904], [0.420, 0.675, 0.131], [1.378, 0.622, 2.300]],
  "lowdin_charge": [0.034, -0.481, -0.343, 0.812, 0.015, -0.013, -0.038, -0.018, 0.032],
  "e_lumo_ev": -0.1,
  "homo_lumo_gap_ev": 9.42,
  "total_charge": 0,
  "spin_multiplicity": 1,
  "molar_mass_g_mol": 72.05
}


{
  "formula": "C3H5P",
  "method": "ωB97M-V/def2-TZVPD",
  "species": ["C", "C", "C", "P", "H", "H", "H", "H", "H"],
  "coordinates": [[0.88215, 0.47744, -1.26415], [-0.46918, 0.72248, -1.50291], [-0.01551, 0.75645, -0.11025], [-0.81102, -1.51759, 1.80140], [1.77157, 0.07641, -1.72631], [-1.21973, 0.81859, -2.23633], [-0.22816, 1.47939, 0.57815], [-0.19606, -0.47502, 2.43479], [0.28594, -2.33816, 2.02561]],
  "forces_ev_per_a": [[-4.684, 0.788, -0.079], [4.978, -0.763, 1.949], [0.039, -2.784, -3.390], [-0.920, 0.241, -1.023], [0.096, 0.296, 0.377], [-0.694, -0.036, -0.462], [0.155, 1.779, 1.968], [0.395, 0.866, 0.771], [0.634, -0.387, -0.111]],
  "lowdin_charge": [-0.005, -0.016, -0.132, 0.538, 0.087, 0.079, 0.022, -0.294, -0.279],
  "e_lumo_ev": [-0.4, 0.8],
  "homo_lumo_gap_ev": [6.56, 8.54],
  "total_charge": 0,
  "spin_multiplicity": 1,
  "molar_mass_g_mol": 72.05
}


{
  "formula": "C3H5P3",
  "method": "ωB97M-V/def2-TZVPD",
  "species": ["C", "C", "P", "P", "H", "H", "H", "H", "C", "P", "H"],
  "coordinates": [[1.16269, 0.41792, -0.83205], [0.89719, -0.85704, -0.14850], [1.16323, -2.47093, -0.40248], [0.07727, -1.67631, 1.22956], [0.29478, 0.85029, -1.40644], [1.87824, 0.45314, -1.58583], [1.39668, 1.28530, -0.12723], [-1.25241, -1.70998, 0.55513], [-1.88325, 1.11135, 1.04829], [-2.51226, 2.13089, 0.04332], [-1.22215, 0.46537, 1.62623]],
  "forces_ev_per_a": [[-1.860, 2.792, 1.392], [0.694, -0.760, -1.056], [0.954, -0.004, -0.959], [-1.985, 0.572, 0.395], [0.105, -0.794, 0.863], [1.791, -0.725, -1.045], [-0.209, -1.239, -0.565], [0.639, -0.078, 0.917], [-0.039, 1.328, -1.371], [0.614, -1.445, 1.488], [-0.704, 0.354, -0.059]],
  "lowdin_charge": [-0.199, -0.993, 0.651, 0.497, 0.073, 0.031, 0.095, -0.114, -0.572, 0.664, -0.132],
  "e_lumo_ev": -0.1,
  "homo_lumo_gap_ev": 8.47,
  "total_charge": 0,
  "spin_multiplicity": 1,
  "molar_mass_g_mol": 134.00,
  "smiles": "CC1=P#[PH]1.C#P"
}


{
  "formula": "C3H5P3",
  "method": "ωB97M-V/def2-TZVPD",
  "species": ["C", "C", "C", "P", "P", "P", "H", "H", "H", "H", "H"],
  "coordinates": [[-1.96968, 1.83254, -1.05970], [-0.94018, 2.24196, -0.28107], [1.15951, -1.71035, 0.34286], [-1.66443, -0.78416, -1.24555], [0.34753, 1.50879, 0.60675], [-0.15984, -0.42380, 0.05754], [-2.96491, 2.16900, -1.55731], [-1.07499, 3.30036, -0.06732], [0.94236, -2.38107, -0.38149], [0.98400, -2.13145, 1.37616], [2.05851, -1.18924, 0.21004]],
  "forces_ev_per_a": [[-0.517, -2.059, -0.371], [-2.441, 1.466, -1.225], [-1.727, 2.166, 2.980], [-0.411, 1.230, -0.039], [0.365, 0.357, 0.523], [-0.212, -1.602, 0.338], [2.370, -0.167, 1.119], [0.607, 0.431, 0.128], [-0.213, -2.455, -2.226], [0.526, 0.445, -1.237], [1.653, 0.186, 0.010]],
  "lowdin_charge": [-0.175, -0.730, -0.348, 0.387, 0.615, 0.153, 0.060, 0.026, -0.039, 0.055, -0.005],
  "e_lumo_ev": [-0.5, -2.0],
  "homo_lumo_gap_ev": [5.47, 6.27],
  "total_charge": 0,
  "spin_multiplicity": 3,
  "molar_mass_g_mol": 134.00,
  "s2": 2.09
}


Summary of maximum force in eV/A
3.14; 4.28; 3.23; 5.38; 4.63; 3.07; 3.84; 2.57; 3.41; 5.40; 3.63; 4.07
(order as listed above)